a.
ORCA calculation (ωB97M-V/def2-TZVPD) on an isolated ion of composition CH5N2 and charge +1.

The geometry in XYZ format:
```
8
CH5N2, DFT ωB97M-V/def2-TZVPD
C -0.154 -0.214 0.300
N 0.421 -1.053 -0.488
N -0.441 1.117 0.203
H -0.559 -0.465 1.220
H 0.715 -1.992 -0.293
H 0.767 -0.608 -1.335
H -0.714 1.667 1.019
H -0.034 1.549 -0.625
```

Computed properties:
2S+1	1
Kohn-Sham gap	12.590	eV
net charge	+1
HOMO level	-16.79	eV

---

b.
ORCA calculation (ωB97M-V/def2-TZVPD) on an isolated ion of composition CH5N2 and charge +1.

The geometry in XYZ format:
```
8
CH5N2, DFT ωB97M-V/def2-TZVPD
N 1.055 -0.402 -0.589
C -0.164 0.040 -0.317
N -0.722 0.365 0.785
H 1.723 -0.721 0.081
H 0.849 -1.023 -1.429
H -0.905 0.280 -1.125
H -1.290 1.307 0.815
H -0.546 0.153 1.779
```

Computed properties:
2S+1	1
Kohn-Sham gap	12.256	eV
net charge	+1
HOMO level	-16.87	eV

---

Stability, highest: a

---

a.
ORCA calculation (ωB97M-V/def2-TZVPD) on C26H36BCl2F6MoN3O6S2 as an isolated structure.

The geometry in XYZ format:
```
83
C26H36BCl2F6MoN3O6S2, DFT ωB97M-V/def2-TZVPD
Mo -1.324 -1.173 0.016
N -2.817 0.907 1.371
C -3.797 1.118 2.443
C -3.393 0.399 3.731
C -3.874 -1.042 3.833
N -3.347 -1.866 2.751
H -1.919 1.297 1.640
H -3.077 1.418 0.534
H -4.766 0.741 2.099
H -3.938 2.185 2.652
H -3.796 0.949 4.585
H -2.303 0.433 3.831
H -4.974 -1.041 3.874
H -3.528 -1.469 4.778
H -3.720 -1.567 1.858
H -3.623 -2.834 2.866
F -5.262 -4.548 0.296
C -4.321 -4.790 -0.617
F -3.302 -5.408 -0.032
F -4.824 -5.563 -1.570
S -3.786 -3.180 -1.340
O -3.148 -2.504 -0.199
O -4.966 -2.564 -1.848
N -2.786 -3.690 -2.426
S -1.410 -3.044 -2.774
O -1.226 -1.761 -2.087
O -1.109 -3.068 -4.157
C -0.175 -4.180 -1.991
F -0.514 -4.450 -0.726
F -0.130 -5.320 -2.672
F 1.018 -3.606 -2.011
C 0.628 -1.688 3.646
C 1.031 -1.142 2.266
C 1.520 0.301 2.432
C -0.182 -1.125 1.379
C 2.084 -2.059 1.651
C 1.727 -3.359 1.297
C 2.660 -4.239 0.777
C 3.975 -3.835 0.598
C 4.341 -2.545 0.943
C 3.402 -1.665 1.467
H -0.128 -1.049 4.108
H 1.501 -1.722 4.301
H 0.217 -2.694 3.569
H 0.704 0.931 2.790
H 1.880 0.719 1.492
H 2.326 0.351 3.167
H -1.196 -0.950 1.915
H 0.702 -3.684 1.421
H 2.356 -5.242 0.507
H 4.706 -4.520 0.188
H 5.362 -2.213 0.803
H 3.715 -0.661 1.719
Cl -5.610 1.846 -3.615
C -5.254 0.690 -2.334
Cl -3.519 0.618 -1.964
H -5.559 -0.300 -2.653
H -5.777 0.996 -1.435
C 4.690 3.569 -3.464
C 3.914 4.534 -2.569
C 3.391 5.679 -3.447
C 4.876 5.093 -1.514
C 2.741 3.847 -1.867
C 1.892 4.606 -1.056
C 0.807 4.061 -0.377
C 0.595 2.710 -0.535
O -0.388 1.911 0.002
B -0.127 0.608 -0.484
O 0.991 0.641 -1.321
C 1.425 1.946 -1.328
C 2.503 2.476 -2.003
H 5.496 4.108 -3.965
H 4.056 3.130 -4.236
H 5.143 2.758 -2.892
H 4.221 6.171 -3.957
H 2.866 6.434 -2.863
H 2.701 5.302 -4.203
H 5.722 5.588 -1.994
H 5.262 4.292 -0.881
H 4.384 5.821 -0.868
H 2.081 5.665 -0.946
H 0.161 4.670 0.241
H 3.121 1.836 -2.615
```

Computed properties:
2S+1	3
Kohn-Sham gap (spin up / spin down)	8.132 / 8.464	eV
HOMO level (spin up / spin down)	-7.80 / -8.25	eV

---

b.
ORCA calculation (ωB97M-V/def2-TZVPD) on C26H36BCl2F6MoN3O6S2 as an isolated structure.

The geometry in XYZ format:
```
83
C26H36BCl2F6MoN3O6S2, DFT ωB97M-V/def2-TZVPD
Mo 1.488 0.668 -0.321
N 0.499 2.688 -0.181
C 1.138 3.790 0.587
C 0.605 3.895 2.009
C 1.103 2.801 2.940
N 0.780 1.481 2.404
H 0.402 2.958 -1.159
H -0.447 2.524 0.156
H 0.959 4.732 0.067
H 2.215 3.622 0.594
H -0.492 3.894 1.986
H 0.896 4.866 2.415
H 0.694 2.965 3.944
H 2.191 2.864 3.025
H -0.223 1.311 2.397
H 1.207 0.755 2.968
F 5.776 3.760 -0.780
C 5.183 3.204 -1.831
F 4.166 3.977 -2.207
F 6.052 3.106 -2.827
S 4.564 1.533 -1.356
O 3.472 1.871 -0.442
O 5.688 0.854 -0.806
N 4.089 0.844 -2.679
S 2.646 0.949 -3.309
O 1.753 1.860 -2.601
O 2.133 -0.338 -3.660
C 2.982 1.783 -4.917
F 3.835 1.061 -5.628
F 3.494 2.993 -4.717
F 1.837 1.896 -5.578
C 3.479 -2.723 1.090
C 2.320 -1.855 1.613
C 1.073 -2.729 1.793
C 1.989 -0.795 0.604
C 2.761 -1.162 2.901
C 3.755 -0.182 2.832
C 4.172 0.488 3.970
C 3.601 0.195 5.204
C 2.618 -0.777 5.284
C 2.202 -1.451 4.139
H 3.192 -3.210 0.156
H 3.728 -3.494 1.821
H 4.370 -2.122 0.907
H 0.788 -3.154 0.830
H 0.228 -2.146 2.165
H 1.268 -3.551 2.484
H 2.313 -1.078 -0.478
H 4.194 0.073 1.873
H 4.942 1.245 3.892
H 3.924 0.720 6.093
H 2.166 -1.016 6.238
H 1.423 -2.196 4.226
Cl -1.623 0.822 -5.464
C -1.458 0.535 -3.731
Cl -1.795 2.006 -2.785
H -0.442 0.221 -3.518
H -2.178 -0.215 -3.430
C -5.603 -3.551 -2.409
C -5.997 -2.635 -1.250
C -6.467 -3.510 -0.079
C -7.159 -1.749 -1.719
C -4.829 -1.766 -0.778
C -5.053 -0.791 0.199
C -4.041 0.024 0.698
C -2.779 -0.167 0.186
O -1.605 0.488 0.475
B -0.610 -0.088 -0.360
O -1.209 -1.106 -1.119
C -2.538 -1.127 -0.777
C -3.534 -1.938 -1.276
H -6.476 -4.119 -2.735
H -4.836 -4.269 -2.117
H -5.236 -2.981 -3.265
H -7.306 -4.138 -0.387
H -6.792 -2.898 0.764
H -5.660 -4.158 0.267
H -7.975 -2.372 -2.091
H -6.840 -1.085 -2.524
H -7.556 -1.135 -0.910
H -6.054 -0.654 0.588
H -4.242 0.778 1.448
H -3.298 -2.673 -2.031
```

Computed properties:
2S+1	3
Kohn-Sham gap (spin up / spin down)	8.051 / 8.672	eV
HOMO level (spin up / spin down)	-7.67 / -8.48	eV

---

Stability, highest: b

---

a.
ORCA calculation (ωB97M-V/def2-TZVPD) on one molecule with the formula H2NO4P.

The geometry in XYZ format:
```
8
H2NO4P, DFT ωB97M-V/def2-TZVPD
N 1.063 0.109 -0.111
O 1.358 -0.813 -0.811
O 1.681 1.137 0.031
O -0.900 -1.584 0.156
O -1.184 0.922 0.028
P -0.419 -0.224 0.926
H -0.652 -1.292 -0.692
H -0.947 1.745 0.474
```

Computed properties:
2S+1	1
Kohn-Sham gap	10.344	eV
HOMO level	-10.52	eV

---

b.
ORCA calculation (ωB97M-V/def2-TZVPD) on a 2-piece molecular cluster, H2NO4P overall.

The geometry in XYZ format:
```
8
H2NO4P, DFT ωB97M-V/def2-TZVPD
N 2.352 -0.204 -0.166
O 2.735 -0.739 0.821
O 0.953 -0.124 -0.163
O -1.696 -0.741 0.424
O -1.513 1.496 -0.601
P -2.477 0.560 0.017
H -0.729 -0.724 0.407
H 0.375 0.476 -0.739
```

Computed properties:
2S+1	1
Kohn-Sham gap	10.626	eV
HOMO level	-10.91	eV

---

Stability, highest: b